This record from the Open Molecules 2025 dataset describes a cluster of 2 separate species, C18H15FN2O3P2S in total. The level of theory is the ωB97M-V functional and the def2-TZVPD basis.

Each atom is followed by the atoms it is bonded to, with distances in Å.
Geometry (Å):
1 H -3.132 0.974 -5.279  C33 1.085
2 S 6.635 -3.856 0.327  N3 1.779, N30 1.759
3 N 5.902 -2.251 0.104  S2 1.779, C37 1.516
4 H -6.462 1.912 -1.716  C32 1.087
5 C 0.488 -0.773 1.514  C10 1.669, C17 1.658, C24 1.671
6 C -2.146 1.250 1.496  C19 1.647, H22 1.177, C28 1.649
7 F -2.389 0.358 -2.869  C14 1.340
8 H 2.596 -5.479 2.382  C41 1.173
9 C 3.265 -1.288 0.758  P15 1.942, C17 1.673, C37 1.659
10 C 0.060 0.121 0.172  C5 1.669, C28 1.640, H31 1.194
11 H 3.358 3.633 0.061  O36 1.021
12 O 5.248 2.038 2.060  P25 1.607
13 H -0.202 -1.270 3.844  C24 1.186
14 C -3.578 0.889 -3.182  F7 1.340, C26 1.391, C33 1.390
15 P 3.539 0.494 0.038  C9 1.942, H18 1.469, P25 2.183
16 H -7.008 2.420 -4.085  C20 1.088
17 C 1.810 -1.770 1.427  C5 1.658, C9 1.673, C27 1.672
18 H 4.817 0.552 -0.686  P15 1.469
19 C -1.784 0.393 2.856  C6 1.647, C24 1.672, H35 1.181
20 C -6.042 1.989 -3.831  H16 1.088, C29 1.396, C32 1.397
21 H -4.249 0.907 -1.145  C26 1.085
22 H -3.086 1.958 1.470  C6 1.177
23 H -1.421 1.768 -0.860  C28 1.191
24 C -0.459 -0.626 2.883  C5 1.671, H13 1.186, C19 1.672
25 P 3.702 1.985 1.624  O12 1.607, P15 2.183, O36 1.776, O40 1.768
26 C -4.500 1.144 -2.174  C14 1.391, H21 1.085, C32 1.395
27 C 1.572 -3.305 2.046  C17 1.672, H39 1.189, C41 1.654
28 C -1.219 1.147 0.136  C6 1.649, C10 1.640, H23 1.191
29 C -5.111 1.725 -4.837  C20 1.396, C33 1.395, H38 1.087
30 N 5.391 -4.814 1.120  S2 1.759, C34 1.513
31 H 0.740 0.042 -0.806  C10 1.194
32 C -5.737 1.702 -2.498  H4 1.087, C20 1.397, C26 1.395
33 C -3.871 1.177 -4.511  H1 1.085, C14 1.390, C29 1.395
34 C 4.204 -3.889 1.274  N30 1.513, C37 1.643, C41 1.641
35 H -2.491 0.505 3.795  C19 1.181
36 O 3.201 3.596 1.069  H11 1.021, P25 1.776
37 C 4.505 -2.388 0.679  N3 1.516, C9 1.659, C34 1.643
38 H -5.352 1.945 -5.874  C29 1.087
39 H 0.537 -3.622 2.538  C27 1.189
40 O 2.674 1.414 2.944  P25 1.768, H42 1.013
41 C 2.808 -4.401 1.969  H8 1.173, C27 1.654, C34 1.641
42 H 3.187 1.698 3.770  O40 1.013

Summary:
Orbital gap ... 0.2262 hartree
E_tot ... -60145.1080 eV
SMILES ... O=P(O)(O)Pc1c(-c2ccccc2)ccc2nsnc12.Fc1ccccc1